Here is a cluster of 8 separate species, C47H74F3N2O22 in total at a distorted geometry from OMol25. Energies are from the ωB97M-V functional and the def2-TZVPD basis.

The geometry in XYZ format:
```
148
Properties=species:S:1:pos:R:3:forces:R:3
C -7.426 -3.515 -5.183 0.1 0.2 -0.2
C -6.110 -2.745 -5.041 -0.1 -0.5 -0.1
C -5.023 -3.580 -4.363 -0.1 0.4 0.5
C -3.880 -2.724 -3.785 0.0 -0.3 -0.1
C -2.505 -3.418 -3.808 -0.7 0.5 -0.3
C -1.445 -2.659 -2.989 -0.2 -0.5 -0.1
C -0.658 -3.550 -2.004 -0.1 0.8 -0.3
C 0.803 -3.115 -1.895 0.1 -0.5 -0.3
C 1.543 -3.769 -0.725 -0.2 0.2 0.2
C 1.486 -2.929 0.564 0.3 -0.7 -0.1
C 2.774 -2.162 0.857 -0.4 0.3 0.2
C 2.647 -1.315 2.153 0.6 0.1 -0.7
C 2.985 0.171 1.907 -0.1 -0.6 0.3
C 2.087 0.810 0.887 0.2 0.4 -0.4
C 0.772 0.443 0.797 -0.4 -0.3 0.4
C -0.078 1.013 -0.153 0.3 0.1 0.0
N 0.347 1.890 -1.024 -0.2 0.0 0.1
N 1.624 2.236 -0.934 0.5 0.7 -0.1
C 2.011 3.231 -1.953 0.0 0.1 -0.3
C 2.537 2.642 -3.298 -0.8 0.3 0.0
O 1.620 2.932 -4.334 0.1 0.0 0.4
C 2.773 1.126 -3.327 0.5 0.2 -1.0
F 3.766 0.729 -2.517 -0.1 -0.1 0.4
F 3.135 0.770 -4.566 0.0 0.0 0.1
F 1.666 0.439 -3.036 -0.1 -0.1 0.3
C 2.520 1.801 -0.043 -0.1 -1.0 0.6
C 3.923 2.305 -0.040 0.4 0.7 -0.2
C 4.141 3.569 0.838 -0.5 0.1 -0.2
C 3.258 3.696 2.083 0.4 0.7 0.1
C 3.847 4.685 3.108 0.2 -0.5 -0.2
C 5.263 4.332 3.612 -0.1 0.0 0.5
C 5.596 2.837 3.680 0.1 0.0 -0.6
H -7.245 -4.540 -5.511 0.0 0.0 0.0
H -7.987 -3.552 -4.248 0.0 -0.1 0.0
H -8.051 -3.038 -5.939 -0.2 0.0 0.1
H -6.263 -1.835 -4.456 -0.1 0.1 -0.1
H -5.794 -2.462 -6.049 0.2 0.2 0.1
H -5.498 -4.111 -3.534 0.1 -0.2 -0.1
H -4.632 -4.342 -5.037 0.0 0.0 -0.1
H -3.847 -1.779 -4.336 0.2 0.0 0.0
H -4.106 -2.474 -2.743 -0.1 0.1 0.0
H -2.659 -4.444 -3.474 0.2 0.0 0.2
H -2.220 -3.468 -4.863 0.2 -0.2 0.1
H -0.759 -2.171 -3.687 0.1 0.1 0.1
H -1.967 -1.873 -2.436 0.2 0.1 0.0
H -0.728 -4.579 -2.357 0.1 -0.1 0.2
H -1.137 -3.471 -1.023 0.0 -0.3 0.0
H 1.296 -3.409 -2.827 0.0 0.2 -0.1
H 0.846 -2.020 -1.854 0.1 0.0 0.1
H 2.581 -3.985 -0.984 0.0 0.1 0.0
H 1.077 -4.736 -0.519 0.0 0.0 -0.1
H 1.331 -3.609 1.407 -0.1 0.1 0.1
H 0.609 -2.277 0.534 0.0 0.1 0.0
H 3.045 -1.513 0.015 0.0 -0.1 -0.1
H 3.578 -2.893 0.954 0.1 0.0 0.0
H 1.649 -1.423 2.571 0.2 -0.1 0.2
H 3.394 -1.670 2.862 -0.3 0.0 0.3
H 4.037 0.208 1.631 0.0 0.3 -0.1
H 2.888 0.699 2.860 0.0 0.2 -0.1
H 0.365 -0.288 1.483 0.0 0.0 0.0
H -1.124 0.745 -0.209 0.0 0.0 -0.1
H 1.113 3.792 -2.198 -0.1 -0.1 0.1
H 2.688 3.958 -1.517 0.2 -0.2 0.0
H 3.451 3.166 -3.570 0.2 -0.3 0.0
H 0.742 2.665 -4.032 0.0 0.0 -0.2
H 4.236 2.563 -1.049 0.0 -0.2 0.0
H 4.605 1.522 0.277 -0.2 -0.2 0.1
H 5.197 3.648 1.084 0.0 -0.2 0.0
H 3.925 4.444 0.216 0.1 0.0 0.0
H 2.305 4.129 1.764 -0.2 -0.4 0.1
H 3.088 2.757 2.601 -0.1 -0.2 -0.2
H 3.849 5.679 2.658 0.0 0.1 0.2
H 3.179 4.704 3.966 -0.1 0.2 -0.1
H 5.331 4.715 4.632 0.0 0.2 -0.1
H 6.029 4.872 3.054 0.0 -0.1 -0.1
H 4.731 2.232 3.954 0.0 0.0 0.3
H 6.417 2.642 4.366 -0.1 0.0 0.1
H 5.930 2.456 2.709 0.0 0.0 0.0
C 0.511 7.472 4.249 -0.2 0.0 0.0
C 0.733 8.739 5.049 -0.1 -0.2 0.0
O 1.727 8.316 6.003 -0.1 -0.1 -0.1
C 2.390 7.267 5.488 0.1 0.0 0.1
O 3.378 6.784 5.942 0.0 0.0 0.0
O 1.779 6.813 4.362 -0.2 0.1 -0.1
H 0.269 7.663 3.206 0.2 0.0 0.0
H -0.257 6.827 4.682 0.0 0.0 0.0
H 1.139 9.545 4.455 0.1 0.1 0.0
H -0.159 9.089 5.559 0.1 0.0 0.1
C 1.122 -2.249 6.490 0.1 0.0 0.2
C -0.133 -1.544 6.962 0.0 -0.1 0.2
O -0.509 -0.793 5.794 0.0 0.0 0.0
C 0.019 -1.400 4.721 -0.2 -0.1 0.1
O -0.262 -1.127 3.589 0.0 0.1 -0.1
O 0.890 -2.359 5.075 0.0 0.1 0.0
H 1.259 -3.233 6.929 0.0 -0.1 -0.2
H 2.024 -1.656 6.650 0.0 0.0 0.0
H -0.940 -2.235 7.205 0.0 0.0 -0.1
H 0.035 -0.879 7.804 0.0 0.1 -0.1
C -4.853 -1.803 3.173 0.0 0.1 -0.1
C -3.441 -1.931 3.707 0.1 0.1 -0.1
O -3.636 -2.689 4.903 0.0 0.0 0.0
C -4.794 -3.391 4.779 0.0 -0.1 0.0
O -5.150 -4.239 5.525 0.0 0.0 0.0
O -5.478 -2.983 3.681 0.1 0.0 0.0
H -4.903 -1.783 2.087 -0.1 -0.2 0.0
H -5.373 -0.929 3.571 0.0 0.0 0.0
H -2.788 -2.494 3.038 0.0 0.0 0.0
H -2.975 -0.976 3.936 0.0 0.0 0.1
C 6.425 -0.854 -5.304 -0.1 0.1 0.0
C 5.693 -1.754 -4.329 -0.2 0.1 0.1
O 6.279 -3.027 -4.589 0.0 0.1 0.0
C 7.511 -2.827 -5.131 0.1 0.0 0.0
O 8.318 -3.675 -5.304 0.0 0.0 0.0
O 7.681 -1.516 -5.442 -0.1 0.0 0.0
H 6.567 0.159 -4.933 0.2 0.0 0.0
H 5.937 -0.811 -6.279 0.0 0.0 0.0
H 5.884 -1.485 -3.287 0.0 0.0 0.0
H 4.619 -1.786 -4.500 0.0 -0.2 0.0
C -2.790 -7.508 -5.278 0.2 0.0 -0.2
C -3.644 -8.737 -5.057 0.0 -0.1 -0.2
O -4.280 -8.438 -3.809 0.0 0.0 0.0
C -4.294 -7.101 -3.654 -0.1 0.2 0.1
O -4.904 -6.528 -2.805 0.3 -0.1 0.0
O -3.529 -6.487 -4.589 0.0 -0.5 0.1
H -2.675 -7.247 -6.326 -0.1 0.1 0.0
H -1.804 -7.596 -4.819 0.0 0.0 0.0
H -4.412 -8.860 -5.822 0.0 0.0 0.0
H -3.068 -9.655 -4.979 0.0 0.0 0.2
C 1.783 14.485 3.269 0.1 0.2 0.0
C 2.964 13.540 3.360 0.1 0.1 -0.1
O 2.389 12.402 4.015 0.0 0.0 -0.1
C 1.057 12.417 3.793 -0.1 0.0 0.1
O 0.322 11.519 4.067 0.0 0.2 -0.1
O 0.674 13.577 3.225 0.1 0.0 0.0
H 1.797 15.110 2.381 -0.1 -0.1 -0.1
H 1.682 15.117 4.152 0.0 0.0 0.0
H 3.330 13.232 2.379 0.0 0.0 0.0
H 3.791 13.936 3.942 0.0 -0.1 0.1
C -8.315 -7.269 -1.086 0.1 0.0 0.1
C -7.979 -6.330 -2.225 0.2 0.1 0.0
O -8.881 -6.766 -3.250 0.0 0.0 0.1
C -9.932 -7.386 -2.660 -0.1 0.0 0.0
O -10.925 -7.714 -3.220 0.0 0.0 0.0
O -9.688 -7.581 -1.340 0.0 0.0 0.0
H -8.205 -6.815 -0.105 -0.2 0.0 0.0
H -7.732 -8.191 -1.122 0.0 0.0 0.0
H -8.202 -5.288 -1.983 -0.1 0.0 0.0
H -6.948 -6.412 -2.559 -0.3 0.0 -0.1
```
Positions in Å, forces in eV/Å.

Summary:
Energy above the lowest of the compared OMol25 structures with the same formula, charge and spin in eV: 0.509
DFT total energy in eV: -106111.4201
2S+1: 1
Charge: +1